Formula: C5H4I2
Source: the OMol25 dataset
Level of theory: ωB97M-V with the def2-TZVPD basis set

* E: -21445.3169 eV
* energy relative to the best compared isomer or geometry (same formula, charge and spin): 2.721 eV
* HOMO-LUMO gap: 8.59 eV

Last column: natural (NBO) charge in e.
Geometry (Å):
1 C -0.997 -0.268 0.122  -0.06
2 C -2.057 0.254 -0.445  -0.41
3 C 2.257 -0.815 0.647  -0.03
4 C 2.940 0.159 0.120  -0.43
5 C 0.178 -0.901 0.258  -0.20
6 I 5.017 0.111 0.175  0.18
7 I 0.050 -3.106 -0.106  0.07
8 H -2.956 0.318 0.123  0.22
9 H -2.059 0.572 -1.433  0.22
10 H 2.462 -1.730 1.007  0.20
11 H 2.394 0.979 -0.320  0.25

Atomic forces in eV per Å
C 3.551 -1.083 -0.590
C 0.232 -0.662 2.135
C -4.478 2.866 -1.945
C -0.599 -0.027 0.192
C 0.830 -0.690 0.261
I -0.052 0.135 -0.079
I -0.008 1.306 0.159
H -0.619 0.317 0.273
H 0.093 0.421 -1.669
H 0.573 -2.894 1.405
H 0.476 0.311 -0.141